Below is the molecule C13H12N4O4S in a non-equilibrium geometry, with properties calculated with wB97M-V/def2-TZVPD.

```
34
Properties=species:S:1:pos:R:3:forces:R:3:mulliken_charge:R:1
C -4.152903 1.627960 -3.044695 -0.51 0.41 -0.79 -0.74
O -2.973723 2.379703 -2.684313 -0.12 -0.58 0.21 -0.49
C -1.909432 1.668124 -2.189240 -0.14 -0.24 -0.43 0.62
C -0.678718 1.803302 -2.852923 0.94 0.24 0.08 -0.48
C 0.488166 1.148271 -2.387785 -0.56 -0.49 0.30 -0.79
C 0.346115 0.288701 -1.282825 -2.35 1.12 -0.79 -0.23
C -0.882254 0.167763 -0.601431 0.77 0.47 -1.50 0.82
C -2.036253 0.829135 -1.063350 1.26 -0.53 0.99 0.12
O -3.171678 0.650194 -0.355390 -0.80 0.08 -0.25 -0.48
C -3.512848 1.754533 0.474537 1.04 1.25 0.20 -0.82
C -0.614963 -0.691084 0.588394 -3.28 -0.47 1.65 0.24
O -1.405550 -1.013548 1.454024 1.17 0.47 -1.05 -0.56
N 0.724856 -1.051974 0.549291 -0.78 0.31 -0.99 0.24
C 1.382806 -1.835062 1.428700 1.47 -2.13 2.11 0.62
N 0.866789 -2.636946 2.328888 0.10 0.31 0.05 -0.23
N 1.916512 -3.220585 2.971008 -0.04 -1.35 1.08 -0.64
C 3.054872 -2.858628 2.439974 -1.53 0.44 0.10 0.22
S 4.697205 -3.291713 2.841785 -0.07 0.00 0.19 -0.11
C 5.233272 -1.664585 3.474447 -0.44 -0.37 0.78 -0.81
N 2.732960 -1.964079 1.484627 1.08 1.46 -1.96 -0.01
C 1.314539 -0.454576 -0.523054 3.08 1.76 -0.33 0.55
O 2.520443 -0.318531 -0.649262 -0.07 -0.84 -0.27 -0.75
H -4.447416 1.935789 -4.059853 0.30 0.12 0.26 0.30
H -4.000612 0.557810 -3.106489 0.34 -0.19 0.36 0.32
H -5.024589 1.842910 -2.416701 0.50 0.02 0.31 0.27
H -0.622248 2.499203 -3.724643 -0.15 -0.76 0.86 0.40
H 1.470697 1.250853 -2.862214 -0.54 0.07 0.09 0.44
H -3.402824 2.696754 -0.095433 -0.51 -0.34 0.06 0.33
H -4.515084 1.639434 0.879054 0.08 -0.19 -0.19 0.29
H -2.776133 1.880612 1.297028 -0.44 -0.50 -0.21 0.27
H 5.303495 -0.973371 2.656137 0.16 0.42 -0.22 0.25
H 6.200648 -1.788657 3.974279 -0.20 -0.03 -0.27 0.33
H 4.496881 -1.320949 4.221986 0.38 -0.10 -0.37 0.29
H 3.376976 -1.536763 0.835442 -0.13 0.14 -0.07 0.21
```
Positions in Å, forces in eV/Å.

For the relative energy (zero: lowest compared OMol25 entry of this formula, charge and spin), the calculation gives 0.000 eV. The total energy is -1420.72735 Ha. As for the LUMO energy: -0.030 Ha. As for the SMILES: COc1ccc2c(c1OC)C(=O)N(c1nnc(SC)[nH]1)C2=O. The value obtained for the largest force on an atom is 3.704 eV/Å. The HOMO-LUMO gap is 8.055 eV.